Record 1
13
Properties=species:S:1:pos:R:3 method="wB97M-V/def2-TZVPD" e_homo_ev="-8.2 / -8.2" total_energy_ev=-35192.7207 max_force_ha_per_bohr=0.082 molar_mass_g_mol=142.2 gap_ev="7.23 / 6.98"
C 1.732 -0.873 0.734
C 1.133 0.448 0.938
O -0.969 0.581 -1.982
P -1.280 0.194 -0.413
S -1.898 -1.716 -0.361
S -2.953 1.359 0.132
H 2.350 -1.143 1.625
H 0.716 -1.528 0.744
H 2.307 -1.041 -0.179
H 1.542 1.376 0.389
H 0.608 0.585 1.814
H -0.451 -0.237 -2.393
H -2.837 1.994 -1.047

Record 2
13
Properties=species:S:1:pos:R:3 method="wB97M-V/def2-TZVPD" e_homo_ev=-9.9 smiles="CCP(=O)=S.S" total_energy_ev=-35193.9725 max_force_ha_per_bohr=0.090 molar_mass_g_mol=142.2 gap_ev=9.42
C -0.513 -2.132 0.028
C 0.051 -1.207 1.123
O 2.255 0.326 1.658
P 1.869 -0.912 1.001
S 3.053 -2.070 -0.029
S 0.708 2.511 -1.167
H -0.375 -3.262 0.378
H -1.563 -1.797 0.148
H -0.109 -2.220 -1.021
H -0.168 -1.644 2.021
H -0.296 -0.169 0.961
H 1.498 1.492 -0.709
H 0.539 2.387 0.136

Record 3
11
Properties=species:S:1:pos:R:3 method="wB97M-V/def2-TZVPD" e_homo_ev=-2.5 total_energy_ev=-15069.2791 max_force_ha_per_bohr=0.032 molar_mass_g_mol=79.1 gap_ev=6.20 total_charge=-1
C -0.872 -1.299 -0.379
S -2.537 -0.539 -0.524
H -0.325 -0.392 -0.650
H -0.839 -2.228 -0.939
H -0.610 -1.381 0.667
H -2.104 0.707 -0.141
C 1.472 1.053 0.395
O 0.152 1.207 0.685
H 1.872 1.795 -0.331
H 1.692 0.051 -0.106
H 2.098 1.028 1.323

Record 4
11
Properties=species:S:1:pos:R:3 method="wB97M-V/def2-TZVPD" e_homo_ev=-2.2 total_energy_ev=-15069.3442 max_force_ha_per_bohr=0.012 molar_mass_g_mol=79.1 gap_ev=5.76 total_charge=-1
C -1.037 -0.613 -0.784
S 0.012 0.075 -2.091
H -1.052 0.053 0.071
H -0.587 -1.562 -0.512
H -2.036 -0.819 -1.173
H 0.065 1.325 -1.614
C 0.741 0.258 2.965
O 0.149 0.043 1.777
H 1.718 0.819 2.906
H 1.016 -0.677 3.524
H 0.136 0.841 3.713

Record 5
11
Properties=species:S:1:pos:R:3 method="wB97M-V/def2-TZVPD" e_homo_ev=-2.6 total_energy_ev=-15071.3257 max_force_ha_per_bohr=0.022 molar_mass_g_mol=79.1 gap_ev=7.02 total_charge=-1
C 0.585 -1.302 -1.924
C 0.364 0.059 -1.287
S -0.871 0.022 0.037
H -0.330 -1.674 -2.388
H 0.963 -2.031 -1.222
H 1.259 -1.178 -2.784
H 0.024 0.734 -2.083
H 1.368 0.436 -1.054
H 0.037 1.708 2.583
H 0.339 0.359 2.067
O 0.590 0.950 2.794

Record 6
11
Properties=species:S:1:pos:R:3 method="wB97M-V/def2-TZVPD" e_homo_ev=-2.6 total_energy_ev=-15069.4549 max_force_ha_per_bohr=0.034 molar_mass_g_mol=79.1 gap_ev=6.35 total_charge=-1
C -0.144 -0.108 -1.632
S 1.398 0.499 -0.812
H -0.888 -0.460 -0.926
H 0.149 -0.944 -2.268
H -0.412 0.742 -2.262
H 0.818 0.059 0.341
C -1.425 -0.404 2.289
O -1.268 -0.553 0.955
H -1.829 -1.301 2.815
H -2.104 0.449 2.573
H -0.496 -0.131 2.860

Record 7
11
Properties=species:S:1:pos:R:3 method="wB97M-V/def2-TZVPD" e_homo_ev=-2.3 total_energy_ev=-15070.3633 max_force_ha_per_bohr=0.053 molar_mass_g_mol=79.1 gap_ev=6.17 total_charge=-1
C -2.461 0.286 0.052
C -1.393 -0.334 1.019
S 0.428 -0.339 0.700
H -2.558 -0.209 -0.936
H -2.248 1.375 -0.163
H -3.511 0.199 0.399
H -1.609 -1.333 1.288
H -1.383 0.388 1.768
H 1.948 0.043 -1.744
H 3.278 0.312 -2.732
O 2.795 0.617 -1.938

Record 8
11
Properties=species:S:1:pos:R:3 method="wB97M-V/def2-TZVPD" e_homo_ev=-2.7 total_energy_ev=-15071.0703 max_force_ha_per_bohr=0.022 molar_mass_g_mol=79.1 gap_ev=6.90 total_charge=-1
S -1.204 -1.408 -0.576
H -1.890 -2.560 -0.407
C 1.144 1.260 -0.076
O -0.224 1.540 0.177
C 1.657 0.242 0.945
H 1.279 0.939 -1.118
H 1.668 2.203 0.067
H -0.643 0.752 0.540
H 1.183 -0.741 0.799
H 2.749 0.057 0.905
H 1.469 0.663 1.919

The energy relative to the best compared isomer or geometry (same formula, charge and spin) results, record by record, are as follows: 270.80; 150.02; 205.20; 198.92; 7.73; 188.23; 100.59; 32.37 kJ/mol.